(1)
Here is a single C19H17N3O4 molecule from OMol25. Energies are from ωB97M-V with the def2-TZVPD basis set.

The calculation puts the energy at -32640.618 eV. As for the energy above the lowest of the compared OMol25 structures with the same formula, charge and spin: 6.1 kcal per mole. The HOMO energy comes out at -9.06 eV. Its LUMO energy is -0.811 eV. The gap between HOMO and LUMO comes out at 8.25 eV. The calculation puts the largest force on an atom at 0.72 eV/A. Its SMILES is O=C(Nc1cccnc1)c1ccc2c(c1)C(=O)N(C[C@@H]1CCCO1)C2=O.

```
! wB97M-V def2-TZVPD RIJCOSX def2/J DEFGRID3
* xyz 0 1
O 4.15 -1.16 -0.36
C 3.01 -0.97 -0.74
N 2.51 -1.40 -1.94
C 3.18 -2.09 -2.95
C 4.53 -2.41 -2.92
C 5.07 -3.09 -4.00
C 4.25 -3.44 -5.05
N 2.96 -3.14 -5.09
C 2.44 -2.49 -4.07
H 1.38 -2.26 -4.15
H 4.62 -3.98 -5.91
H 6.12 -3.35 -4.01
H 5.14 -2.12 -2.08
H 1.53 -1.24 -2.12
C 2.01 -0.25 0.11
C 2.17 -0.34 1.49
C 1.31 0.31 2.37
C 0.28 1.05 1.82
C 0.13 1.16 0.44
C 0.98 0.53 -0.44
H 0.86 0.67 -1.50
C -1.04 2.05 0.17
O -1.45 2.46 -0.88
N -1.54 2.37 1.43
C -0.80 1.85 2.47
O -1.00 2.04 3.64
C -2.75 3.15 1.60
H -2.85 3.78 0.71
H -2.65 3.76 2.50
C -4.00 2.25 1.71
C -4.02 1.36 2.97
H -3.31 1.69 3.72
H -5.02 1.35 3.40
C -3.68 -0.03 2.42
H -4.12 -0.83 2.99
H -2.60 -0.17 2.38
C -4.25 0.06 1.00
H -5.33 -0.17 1.01
H -3.75 -0.59 0.28
O -4.04 1.39 0.58
H -4.87 2.92 1.69
H 1.43 0.23 3.43
H 3.00 -0.92 1.86
*
```


(2)
Here is a single C19H17N3O4S molecule from OMol25. Energies are from ωB97M-V with the def2-TZVPD basis set.

The calculation puts the energy at -43474.484 eV. As for the energy above the lowest of the compared OMol25 structures with the same formula, charge and spin: 17.6 kcal per mole. The HOMO energy comes out at -7.87 eV. Its LUMO energy is 0.675 eV. The gap between HOMO and LUMO comes out at 8.55 eV. The calculation puts the largest force on an atom at 1.24 eV/A. Its SMILES is C/N=C(\Nc1ccc2c(c1)OCO2)S[C@H]1CC(=O)N(c2ccccc2)C1=O.

```
! wB97M-V def2-TZVPD RIJCOSX def2/J DEFGRID3
* xyz 0 1
C 2.61 1.72 3.80
N 2.63 1.72 2.37
C 2.37 0.68 1.71
N 2.17 -0.59 2.17
C 1.56 -1.64 1.47
C 2.10 -2.92 1.53
C 1.51 -3.99 0.85
C 0.38 -3.72 0.12
C -0.18 -2.44 0.08
C 0.38 -1.39 0.76
H -0.09 -0.42 0.76
O -1.31 -2.46 -0.69
C -1.44 -3.79 -1.15
O -0.39 -4.58 -0.63
H -1.40 -3.81 -2.25
H -2.41 -4.20 -0.82
H 1.93 -4.98 0.90
H 3.00 -3.09 2.10
H 2.64 -0.83 3.03
S 2.38 0.85 -0.07
C 1.56 2.50 -0.20
C 1.61 3.00 -1.63
C 0.32 2.49 -2.25
O 0.02 2.49 -3.41
N -0.48 2.04 -1.22
C 0.11 2.15 0.03
O -0.43 1.92 1.08
C -1.76 1.45 -1.41
C -2.84 1.86 -0.64
C -4.07 1.25 -0.81
C -4.22 0.25 -1.75
C -3.15 -0.15 -2.52
C -1.91 0.44 -2.35
H -1.06 0.13 -2.94
H -3.26 -0.94 -3.25
H -5.19 -0.22 -1.89
H -4.91 1.57 -0.21
H -2.71 2.64 0.10
H 1.61 4.09 -1.67
H 2.47 2.64 -2.19
H 2.00 3.12 0.57
H 3.54 1.29 4.20
H 1.76 1.16 4.21
H 2.55 2.75 4.13
*
```


(3)
Here is a single C19H17NO3 molecule from OMol25. Energies are from ωB97M-V with the def2-TZVPD basis set.

The calculation puts the energy at -27610.411 eV. As for the energy above the lowest of the compared OMol25 structures with the same formula, charge and spin: 44.2 kcal per mole. The HOMO energy comes out at -8.23 eV. Its LUMO energy is -0.761 eV. The gap between HOMO and LUMO comes out at 7.46 eV. The calculation puts the largest force on an atom at 2.15 eV/A. Its SMILES is COc1ccc([C@@H](c2ccc(C)cc2)N2C(=O)C=CC2=O)cc1.

```
! wB97M-V def2-TZVPD RIJCOSX def2/J DEFGRID3
* xyz 0 1
N 0.91 -1.96 0.43
C -0.17 -2.82 0.72
O -1.33 -2.48 0.93
C 0.38 -4.17 0.72
C 1.73 -4.10 0.64
C 2.12 -2.68 0.56
O 3.24 -2.19 0.62
H -0.25 -5.03 0.83
H 2.46 -4.88 0.68
C 0.81 2.30 -5.56
O 1.70 1.63 -4.65
C 1.45 1.36 -3.35
C 2.36 0.48 -2.73
C 2.12 -0.01 -1.46
C 0.97 0.33 -0.74
C 0.83 -0.43 0.59
C -0.29 0.04 1.45
C -0.16 0.13 2.84
C -1.25 0.43 3.65
C -2.45 0.88 3.12
C -3.56 1.23 4.07
C -2.58 0.90 1.72
C -1.52 0.46 0.92
C 0.20 1.40 -1.28
C 0.35 1.86 -2.59
H 1.35 2.24 -6.50
H -0.15 1.80 -5.66
H 0.68 3.35 -5.29
H 3.22 0.15 -3.29
H 2.88 -0.60 -0.97
H 1.75 -0.18 1.09
H 0.84 0.00 3.27
H -1.14 0.36 4.74
H -4.43 1.69 3.62
H -3.88 0.31 4.59
H -3.20 1.88 4.87
H -3.51 1.23 1.24
H -1.66 0.50 -0.15
H -0.52 1.98 -0.68
H -0.32 2.62 -3.02
*
```


(4)
Here is a single C19H18BFN4O3 molecule from OMol25. Energies are from ωB97M-V with the def2-TZVPD basis set.

The calculation puts the energy at -35495.123 eV. As for the energy above the lowest of the compared OMol25 structures with the same formula, charge and spin: 0.0 kcal per mole. The HOMO energy comes out at -8.38 eV. Its LUMO energy is 0.392 eV. The gap between HOMO and LUMO comes out at 8.77 eV. The calculation puts the largest force on an atom at 2.41 eV/A. Its SMILES is CN(Cc1ccccc1B(O)O)c1ncc(C(=O)Nc2ccc(F)cc2)cn1.

```
! wB97M-V def2-TZVPD RIJCOSX def2/J DEFGRID3
* xyz 0 1
O -3.48 1.65 -1.75
F -8.27 -2.27 -3.20
N 0.02 0.13 0.96
N 0.01 2.38 0.23
O 6.72 0.76 1.94
O 5.22 -0.33 3.42
B 5.61 -0.05 2.14
C -3.17 0.88 -0.86
C 0.59 1.33 0.82
C -1.18 0.00 0.42
C -1.18 2.21 -0.27
C 4.95 -1.86 -1.08
C 3.57 -1.73 -1.23
C -6.81 -0.42 -2.80
C -6.96 -2.21 -1.24
C 5.58 -1.24 -0.02
C -5.68 0.06 -2.17
C -5.93 -1.67 -0.51
C 2.83 -0.97 -0.32
C -7.43 -1.59 -2.37
C 4.83 -0.55 0.88
C -1.84 0.99 -0.22
C -5.27 -0.53 -0.97
C 3.45 -0.43 0.78
N -4.04 -0.12 -0.41
N 1.90 1.48 1.28
C 2.55 2.81 1.30
C 2.67 0.32 1.83
H 6.99 1.01 1.04
H 5.75 0.18 4.05
H -1.65 -0.98 0.59
H -1.69 3.06 -0.70
H 5.49 -2.54 -1.70
H 3.04 -2.15 -2.09
H -7.20 0.06 -3.66
H -7.41 -3.13 -0.91
H 6.62 -1.44 0.22
H -5.22 0.96 -2.51
H -5.48 -2.24 0.31
H 1.77 -0.91 -0.44
H -3.75 -0.70 0.37
H 3.62 2.66 1.15
H 2.40 3.32 2.26
H 2.09 3.42 0.51
H 3.40 0.73 2.54
H 1.97 -0.32 2.36
*
```


(5)
Here is a molecular structure, C19H18BrCoN3O5 from OMol25. Energies are from ωB97M-V with the def2-TZVPD basis set.

The calculation puts the energy at -142374.771 eV. The HOMO energy (spin up / spin down) comes out at -8.83 / -8.86 eV. Its LUMO energy (spin up / spin down) is -0.026 / -0.180 eV. The gap between HOMO and LUMO (spin up / spin down) comes out at 8.81 / 8.68 eV. The calculation puts the largest force on an atom at 2.97 eV/A.

```
! wB97M-V def2-TZVPD RIJCOSX def2/J DEFGRID3
* xyz 0 4
Co 6.90 10.69 9.91
C 11.34 9.87 9.09
C 9.99 10.50 8.86
O 9.24 10.89 9.80
N 9.62 10.48 7.58
C 8.34 10.83 7.01
C 7.87 12.19 7.44
C 8.00 13.33 6.63
C 7.30 14.51 6.96
C 6.53 14.51 8.11
C 6.58 13.39 8.94
N 7.17 12.27 8.57
H 11.77 10.17 10.08
H 12.11 10.08 8.29
H 11.21 8.80 9.15
H 10.21 9.87 7.03
H 7.55 10.11 7.21
H 8.45 10.93 5.92
H 8.72 13.21 5.75
H 7.37 15.33 6.33
H 6.04 15.40 8.40
H 6.01 13.26 9.82
Br 4.26 7.93 8.60
C 4.74 9.32 7.38
C 5.33 8.91 6.19
C 5.75 9.84 5.29
C 5.42 11.18 5.45
C 4.86 11.56 6.65
C 4.53 10.67 7.68
C 4.11 11.31 8.97
O 3.12 12.01 8.98
O 4.93 11.05 9.95
H 5.41 7.83 6.00
H 6.31 9.50 4.44
H 5.76 11.91 4.76
H 4.72 12.62 6.87
O 7.19 9.24 11.48
C 7.41 8.37 10.62
C 7.64 6.90 10.84
C 7.91 6.36 9.43
C 7.89 7.65 8.57
O 8.15 7.74 7.38
N 7.59 8.73 9.36
H 6.82 6.43 11.37
H 8.43 6.75 11.60
H 7.09 5.74 9.06
H 8.85 5.85 9.29
*
```


(6)
Here is a single C19H18BrFN2O2 molecule from OMol25. Energies are from ωB97M-V with the def2-TZVPD basis set.

The calculation puts the energy at -99830.738 eV. As for the energy above the lowest of the compared OMol25 structures with the same formula, charge and spin: 23.4 kcal per mole. The HOMO energy comes out at -8.19 eV. Its LUMO energy is 0.323 eV. The gap between HOMO and LUMO comes out at 8.52 eV. The calculation puts the largest force on an atom at 0.67 eV/A. Its SMILES is CC(=O)c1ccc(N2CCN(C(=O)c3ccc(Br)cc3)CC2)c(F)c1.

```
! wB97M-V def2-TZVPD RIJCOSX def2/J DEFGRID3
* xyz 0 1
C 1.14 5.13 -0.98
C 0.25 4.25 -0.13
O -0.81 4.64 0.30
C 0.73 2.88 0.14
C 1.91 2.34 -0.37
C 2.27 1.04 -0.10
C 1.49 0.18 0.69
C 0.33 0.76 1.22
C -0.04 2.06 0.96
H -0.96 2.45 1.38
F -0.52 0.06 2.02
N 1.91 -1.11 0.91
C 1.24 -2.00 1.84
H 1.98 -2.75 2.15
H 0.92 -1.47 2.72
C 0.04 -2.70 1.14
N 0.29 -2.70 -0.29
C -0.33 -1.87 -1.18
O 0.18 -1.59 -2.25
C -1.67 -1.35 -0.80
C -2.69 -2.18 -0.33
C -3.93 -1.66 -0.02
C -4.15 -0.30 -0.18
C -3.16 0.54 -0.67
C -1.93 0.00 -0.99
H -1.15 0.64 -1.39
H -3.35 1.59 -0.80
Br -5.86 0.42 0.25
H -4.72 -2.30 0.34
H -2.51 -3.24 -0.21
C 1.67 -3.04 -0.58
H 1.77 -3.21 -1.65
C 2.57 -1.86 -0.14
H 3.54 -2.24 0.23
H 2.74 -1.22 -1.00
H 1.91 -3.96 -0.04
H -0.88 -2.17 1.35
H -0.05 -3.73 1.49
H 3.21 0.67 -0.49
H 2.57 2.93 -0.99
H 1.26 4.69 -1.97
H 2.12 5.24 -0.52
H 0.68 6.11 -1.07
*
```


(7)
Here is a molecular structure, C19H18BrIrN4OS from OMol25. Energies are from ωB97M-V with the def2-TZVPD basis set.

The calculation puts the energy at -111698.929 eV. As for the energy above the lowest of the compared OMol25 structures with the same formula, charge and spin: 5.5 kcal per mole. The HOMO energy (spin up / spin down) comes out at -12.47 / -13.87 eV. Its LUMO energy (spin up / spin down) is -6.430 / -9.234 eV. The gap between HOMO and LUMO (spin up / spin down) comes out at 6.04 / 4.64 eV. The calculation puts the largest force on an atom at 7.06 eV/A.

```
! wB97M-V def2-TZVPD RIJCOSX def2/J DEFGRID3
* xyz 2 5
Ir -0.09 2.70 -1.31
Br 3.15 -6.40 1.30
C 1.58 -5.61 2.03
C 1.64 -4.80 3.22
C 0.52 -4.00 3.51
C -0.54 -3.94 2.56
C -0.62 -4.90 1.52
C 0.39 -5.75 1.30
N -1.47 -2.86 2.57
N -1.01 -1.84 3.21
C -1.11 -0.60 2.64
C -0.53 0.49 3.36
C -0.11 1.63 2.77
C -0.34 1.74 1.36
O 0.36 2.54 0.63
C -1.23 0.87 0.66
N -1.54 1.27 -0.64
C -2.19 0.35 -1.41
C -2.41 -0.91 -0.92
C -2.04 -1.39 0.33
C -1.44 -0.43 1.22
H 2.49 -4.93 3.87
H 0.48 -3.29 4.34
H -1.51 -4.86 0.85
H 0.31 -6.55 0.57
H -0.14 0.24 4.36
H 0.46 2.37 3.36
H -2.55 0.66 -2.42
H -3.02 -1.48 -1.62
H -2.29 -2.42 0.56
C -1.97 4.79 -4.61
C -1.43 3.76 -3.75
N -0.83 3.15 -2.94
H -2.51 5.50 -3.99
H -2.70 4.30 -5.31
H -1.08 5.25 -5.14
C 3.16 2.12 -0.81
S 2.12 3.51 -1.39
C 2.46 3.56 -3.19
H 4.21 2.32 -1.04
H 2.86 1.18 -1.26
H 3.06 1.98 0.27
H 1.48 3.34 -3.62
H 3.15 2.79 -3.51
H 2.82 4.54 -3.48
*
```


(8)
Here is a molecular structure, C19H18Cl2N2O3PdS2 from OMol25. Energies are from ωB97M-V with the def2-TZVPD basis set.

The calculation puts the energy at -79294.877 eV. As for the energy above the lowest of the compared OMol25 structures with the same formula, charge and spin: 0.0 kcal per mole. The HOMO energy (spin up / spin down) comes out at -14.84 / -15.06 eV. Its LUMO energy (spin up / spin down) is -5.609 / -9.297 eV. The gap between HOMO and LUMO (spin up / spin down) comes out at 9.23 / 5.77 eV. The calculation puts the largest force on an atom at 0.60 eV/A.

```
! wB97M-V def2-TZVPD RIJCOSX def2/J DEFGRID3
* xyz 2 5
Pd -0.19 1.50 -0.47
Cl 1.97 0.01 -0.02
C 2.40 -0.23 1.64
C 3.67 -0.66 1.93
C 4.05 -0.82 3.27
C 3.18 -0.52 4.31
C 1.91 -0.08 4.02
Cl 0.80 0.29 5.26
C 1.48 0.05 2.67
S -0.12 0.51 2.40
H 4.37 -0.87 1.13
H 5.05 -1.17 3.49
H 3.49 -0.63 5.34
C 3.30 1.06 -4.43
C 2.61 1.90 -3.40
C 1.23 2.10 -3.44
C 0.58 2.90 -2.51
C 1.34 3.50 -1.49
C 2.73 3.32 -1.44
C 3.35 2.53 -2.39
S 0.64 4.38 -0.12
C -0.80 5.15 -0.83
O 0.11 3.22 0.75
H 2.60 0.62 -5.14
H 3.87 0.26 -3.96
H 4.01 1.67 -4.99
H 0.66 1.65 -4.24
H -0.48 3.10 -2.61
H 3.31 3.81 -0.67
H 4.42 2.41 -2.36
H -1.48 4.40 -1.23
H -0.48 5.86 -1.59
H -1.28 5.68 -0.01
C -4.94 1.01 -1.64
N -3.87 0.28 -0.95
C -4.09 -0.98 -0.43
C -3.18 -1.67 0.27
C -1.89 -1.07 0.53
O -1.02 -1.49 1.29
N -1.70 0.12 -0.15
C -2.65 0.81 -0.80
O -2.28 1.94 -1.23
H -5.80 1.11 -0.98
H -5.23 0.48 -2.54
H -4.57 1.99 -1.90
H -5.08 -1.38 -0.61
H -3.40 -2.65 0.67
*
```


(9)
Here is 11 unconnected molecules or ions with the total composition C19H18Cl40FNO3 from OMol25. Energies are from ωB97M-V with the def2-TZVPD basis set.

The calculation puts the energy at -531238.544 eV. The HOMO energy comes out at -8.93 eV. Its LUMO energy is -0.086 eV. The gap between HOMO and LUMO comes out at 8.85 eV. The calculation puts the largest force on an atom at 0.86 eV/A. Its SMILES is CO[C@@H](CCCC(=O)O)CN[C@@H](C)F.ClC(Cl)(Cl)Cl.ClC(Cl)(Cl)Cl.ClC(Cl)(Cl)Cl.ClC(Cl)(Cl)Cl.ClC(Cl)(Cl)Cl.ClC(Cl)(Cl)Cl.ClC(Cl)(Cl)Cl.ClC(Cl)(Cl)Cl.ClC(Cl)(Cl)Cl.ClC(Cl)(Cl)Cl.

```
! wB97M-V def2-TZVPD RIJCOSX def2/J DEFGRID3
* xyz 0 1
C 1.52 5.55 0.35
O 0.38 4.75 0.17
C 0.28 3.66 1.06
C -1.19 3.23 1.11
C -1.84 2.99 -0.26
C -3.29 3.47 -0.34
C -3.48 4.71 -1.19
O -2.68 5.15 -1.95
O -4.72 5.27 -1.11
C 1.28 2.52 0.79
N 1.10 1.74 -0.42
C 1.38 2.35 -1.69
C 2.83 2.74 -1.87
F 1.07 1.36 -2.65
H 1.39 6.46 -0.24
H 1.66 5.84 1.40
H 2.44 5.06 0.00
H 0.53 4.03 2.07
H -1.72 4.05 1.59
H -1.27 2.37 1.79
H -1.87 1.91 -0.45
H -1.24 3.42 -1.06
H -3.73 3.60 0.66
H -3.91 2.70 -0.82
H -5.09 5.10 -0.23
H 1.19 1.83 1.64
H 2.30 2.92 0.85
H 0.20 1.29 -0.44
H 0.71 3.19 -1.96
H 2.94 3.46 -2.69
H 3.26 3.19 -0.98
H 3.40 1.84 -2.11
C -4.85 -0.30 1.58
Cl -5.60 -0.42 -0.01
Cl -5.84 0.74 2.62
Cl -4.70 -1.90 2.29
Cl -3.24 0.43 1.42
C -7.04 -2.41 6.28
Cl -6.55 -1.03 5.29
Cl -7.11 -1.94 7.97
Cl -8.62 -2.98 5.73
Cl -5.86 -3.72 6.08
C 4.70 -1.61 -2.87
Cl 5.44 -1.20 -1.32
Cl 4.10 -3.27 -2.83
Cl 3.37 -0.50 -3.18
Cl 5.91 -1.47 -4.17
C 3.70 -3.19 2.46
Cl 3.23 -1.62 3.12
Cl 5.31 -3.62 3.06
Cl 2.54 -4.42 2.97
Cl 3.74 -3.10 0.70
C 3.49 2.30 -6.87
Cl 4.46 1.20 -5.87
Cl 4.44 2.80 -8.28
Cl 2.05 1.44 -7.40
Cl 3.03 3.72 -5.93
C 2.62 -2.96 -8.64
Cl 1.35 -2.37 -9.72
Cl 1.97 -4.26 -7.63
Cl 3.97 -3.57 -9.60
Cl 3.17 -1.63 -7.62
C -11.54 -0.94 9.01
Cl -13.27 -1.32 9.08
Cl -10.74 -2.01 7.86
Cl -11.33 0.73 8.50
Cl -10.83 -1.16 10.61
C -10.67 -5.61 9.96
Cl -10.03 -5.21 11.55
Cl -11.14 -7.31 9.92
Cl -12.08 -4.60 9.63
Cl -9.43 -5.31 8.73
C 9.61 -3.43 -1.84
Cl 8.37 -2.63 -2.82
Cl 8.86 -4.72 -0.89
Cl 10.83 -4.11 -2.91
Cl 10.35 -2.25 -0.76
C 11.21 -4.20 -7.26
Cl 10.09 -3.49 -6.10
Cl 12.62 -3.15 -7.44
Cl 11.73 -5.78 -6.67
Cl 10.41 -4.39 -8.82
*
```


(10)
Here is 2 unconnected molecules or ions with the total composition C19H18F6N from OMol25. Energies are from ωB97M-V with the def2-TZVPD basis set.

The calculation puts the energy at -37781.955 eV. The HOMO energy comes out at -11.98 eV. Its LUMO energy is -6.442 eV. The gap between HOMO and LUMO comes out at 5.54 eV. The calculation puts the largest force on an atom at 4.11 eV/A.

```
! wB97M-V def2-TZVPD RIJCOSX def2/J DEFGRID3
* xyz 1 1
F -5.48 2.63 -0.89
C -5.32 1.44 -1.53
F -6.20 0.55 -0.99
F -5.68 1.62 -2.84
C -3.90 0.94 -1.41
C -3.66 -0.43 -1.46
C -2.35 -0.88 -1.29
C -1.29 0.01 -1.06
C 0.02 -0.58 -0.75
C 1.30 -0.04 -1.17
C 1.55 1.31 -1.52
C 2.86 1.79 -1.58
C 3.93 0.90 -1.44
C 5.33 1.43 -1.49
F 6.22 0.57 -0.92
F 5.75 1.65 -2.78
F 5.43 2.62 -0.83
C 3.70 -0.47 -1.31
C 2.40 -0.93 -1.15
C -1.57 1.40 -1.01
C -2.87 1.85 -1.26
H -4.47 -1.13 -1.63
H -2.15 -1.95 -1.31
H 0.00 -1.68 -0.71
H 0.74 2.00 -1.74
H 3.05 2.85 -1.75
H 4.53 -1.16 -1.33
H 2.22 -1.99 -0.99
H -0.81 2.12 -0.71
H -3.07 2.92 -1.32
C -0.82 -1.73 3.74
C 0.74 -1.72 3.78
C 1.20 -1.22 2.40
N 0.02 -1.06 1.61
C -1.21 -1.22 2.34
H -1.21 -2.73 3.91
H -1.24 -1.06 4.51
H 1.12 -1.06 4.57
H 1.13 -2.73 3.97
H 1.77 -0.27 2.47
H 1.86 -1.94 1.89
H 0.05 -0.40 0.81
H -1.84 -1.95 1.80
H -1.80 -0.28 2.37
*
```